104
Properties=species:S:1:pos:R:3 method="wB97M-V/def2-TZVPD" orbital_gap_ev="5.071 / 5.053" total_charge=-1 e_above_lowest_kj_mol=49.1 total_energy_ha=-6707.5491
Ti -0.467 0.556 0.716
C 1.870 4.199 1.910
C 1.036 3.123 2.020
N 0.402 2.596 0.956
C 0.682 3.149 -0.248
C 1.592 4.220 -0.336
N 2.169 4.755 0.713
C -0.088 2.611 -1.326
C -0.232 3.161 -2.581
C -1.162 2.652 -3.472
C -2.027 1.641 -3.000
C -1.883 1.131 -1.749
N -0.842 1.520 -0.934
C -2.807 0.273 -1.058
C -4.017 -0.181 -1.578
N -4.952 -0.744 -0.841
C -4.623 -0.965 0.434
C -3.397 -0.640 0.948
N -2.475 0.041 0.232
C -1.309 3.210 -4.831
C -1.827 2.448 -5.879
C -1.963 3.013 -7.136
N -1.628 4.273 -7.432
C -1.130 4.997 -6.426
C -0.954 4.521 -5.139
H 2.339 4.630 2.786
H 0.867 2.652 2.979
H 1.853 4.635 -1.305
H 0.391 4.003 -2.864
H -2.851 1.294 -3.613
H -4.234 -0.048 -2.632
H -5.362 -1.451 1.057
H -3.161 -0.905 1.962
H -2.095 1.409 -5.724
H -2.365 2.423 -7.956
H -0.869 6.024 -6.664
H -0.566 5.185 -4.375
N 2.943 -1.831 7.562
C 2.086 -1.427 6.551
C 2.417 -1.650 5.214
C 1.539 -1.300 4.210
C 0.322 -0.714 4.532
C -0.033 -0.505 5.863
C 0.848 -0.852 6.862
S -0.896 -0.489 3.305
O -0.422 -1.201 2.097
O -2.132 -0.906 3.904
N -0.987 0.979 2.676
C -1.720 1.999 3.306
N -1.789 1.976 4.641
C -2.481 2.956 5.220
C -3.089 3.964 4.503
C -2.944 3.891 3.128
N -2.278 2.918 2.519
H 3.906 -1.974 7.323
H 2.777 -1.471 8.483
H 3.367 -2.109 4.964
H 1.785 -1.492 3.178
H -1.001 -0.077 6.092
H 0.580 -0.695 7.902
H -2.531 2.926 6.305
H -3.652 4.751 4.985
H -3.384 4.642 2.478
S -2.867 -3.282 -0.873
C -1.570 -4.360 -0.458
C -1.800 -5.708 -0.111
C -0.757 -6.557 0.211
C 0.558 -6.100 0.189
C 0.814 -4.778 -0.145
C -0.227 -3.908 -0.470
As -0.032 -1.989 -0.820
C -0.235 -1.822 -2.756
C -0.895 -2.738 -3.562
C -1.015 -2.506 -4.928
C -0.472 -1.359 -5.501
C 0.209 -0.447 -4.701
C 0.318 -0.678 -3.334
C 1.958 -2.138 -0.861
C 2.608 -2.162 0.375
C 3.977 -2.359 0.480
C 4.733 -2.561 -0.670
C 4.102 -2.570 -1.905
C 2.725 -2.366 -1.999
H -2.826 -6.062 -0.099
H -0.965 -7.587 0.484
H 1.380 -6.764 0.432
H 1.837 -4.441 -0.151
H -1.325 -3.626 -3.119
H -1.535 -3.227 -5.551
H -0.577 -1.175 -6.566
H 0.656 0.441 -5.139
H 0.854 0.033 -2.713
H 2.016 -2.015 1.268
H 4.452 -2.349 1.455
H 5.804 -2.718 -0.600
H 4.680 -2.741 -2.806
H 2.256 -2.392 -2.973
O 1.285 0.392 0.435
N 2.214 0.804 -0.361
C 3.357 1.054 0.176
C 4.444 1.405 -0.707
N 5.337 1.683 -1.373
C 3.602 0.999 1.601
N 3.781 0.957 2.732